Density functional theory data (ωB97M-V/def2-TZVPD) for C44H40InN6P2S3 as an isolated structure.

## Properties
M: 925.81 g/mol
E_HOMO: -9.75 eV

```
! RIJCOSX wB97M-V def2-TZVPD def2/J DEFGRID3
* xyz 1 1
C -0.303 3.283 0.572
C -0.468 1.611 4.099
H 7.140 -0.465 -2.253
C 2.741 -0.042 0.386
H -1.854 5.318 2.551
N -3.311 3.846 3.894
C 1.143 -4.771 -0.615
N 0.506 -2.420 -0.976
C 4.723 0.289 -4.507
H -3.624 0.540 6.205
H -2.714 2.375 -1.338
H 3.695 0.721 4.059
C 0.398 -3.656 -0.245
C 5.990 0.058 -3.990
C -0.608 -4.932 1.530
H -0.311 4.513 2.887
H 4.597 0.575 -5.543
C 3.769 -0.156 -2.339
S 0.223 1.846 -4.421
C 0.148 -6.040 1.171
C 3.896 1.326 2.006
C -1.344 4.362 2.590
C -2.121 2.773 -0.532
C -3.383 -1.545 -0.060
C -2.751 2.005 4.875
H 1.817 -4.718 -1.463
H 1.384 2.939 1.864
H 2.252 -1.217 3.527
H 3.939 1.680 -0.111
C 2.270 -0.855 1.415
H 1.327 4.550 1.129
H 2.585 -2.641 -0.903
H 1.612 -6.818 -0.191
In 0.437 1.528 -2.019
C 1.025 -5.956 0.100
H -0.765 0.305 1.058
C -4.678 0.482 -3.805
C 3.613 0.185 -3.683
H -1.295 -4.991 2.366
H -1.051 -2.865 1.119
C -2.753 0.829 5.629
H -1.155 -0.907 -4.541
H -3.887 -1.587 3.288
H 0.406 1.897 3.529
C 3.418 0.516 3.031
C 1.835 -2.094 -1.473
C 3.554 1.055 0.689
H -3.498 3.712 0.938
C -0.477 -3.739 0.833
C 5.042 -0.393 -1.825
N -0.737 2.677 -0.523
S 2.429 3.506 -5.527
H -0.235 -2.260 -2.965
C 1.118 3.492 0.964
N -3.751 2.949 4.689
C 2.608 -0.571 2.734
P -1.334 -0.504 -1.663
H 0.399 -0.177 4.852
C -3.420 -1.359 2.338
H -4.153 0.374 -1.735
C -3.979 -1.837 1.157
C -0.482 0.452 4.844
H -1.369 -2.888 -1.772
H 1.975 -2.355 -2.529
C -4.276 0.247 -5.113
C -2.522 3.438 0.570
C -2.228 -0.761 -0.108
N -2.027 3.544 3.547
H -4.946 0.466 -5.934
H 5.174 -0.655 -0.781
C -2.547 -0.315 -2.998
H 6.859 0.154 -4.629
H -1.824 -0.231 3.223
C -3.013 -0.266 -5.367
C -2.150 -0.544 -4.316
C -3.820 0.202 -2.752
C 6.150 -0.285 -2.653
C 1.647 2.900 -4.237
C -1.610 0.062 5.600
H 4.545 2.164 2.232
H -3.815 -1.936 -0.975
N -1.366 3.736 1.270
H -1.567 -0.857 6.170
H 2.629 0.395 -4.087
C -0.567 -2.168 -1.926
P 2.273 -0.309 -1.345
H -2.689 -0.438 -6.385
S 2.149 3.224 -2.572
H -4.875 -2.444 1.186
C -1.675 -0.285 1.082
C -2.266 -0.590 2.302
H 1.765 3.155 0.162
H -5.663 0.883 -3.603
H 1.635 -1.707 1.202
C -1.638 2.380 4.138
H 0.053 -6.967 1.722
*
```

=====

Density functional theory data (ωB97M-V/def2-TZVPD) for one molecule with the formula C5H8O.

## Properties
Relative energy (zero: lowest compared OMol25 entry of this formula, charge and spin): 175.3 kJ/mol
M: 84.12 g/mol
E_HOMO: -8.26 eV
SMILES string: C=C/C=C(/C)O

```
! RIJCOSX wB97M-V def2-TZVPD def2/J DEFGRID3
* xyz 0 1
H 0.399 0.656 -1.516
C 0.944 1.093 0.621
H -2.192 -1.777 -0.824
O -1.074 -0.923 0.935
C 0.098 0.628 -0.476
H 2.845 1.422 -0.299
H 0.417 1.397 1.559
C -0.716 -0.432 -0.265
H 2.849 1.459 1.461
C 2.260 1.221 0.591
H -0.637 -2.070 -1.630
H -0.783 -0.293 1.606
C -1.367 -1.292 -1.339
H -1.794 -0.803 -2.219
*
```

=====

Density functional theory data (ωB97M-V/def2-TZVPD) for a 12-piece molecular cluster, C6H35NO11 overall.

## Properties
Relative energy (zero: lowest compared OMol25 entry of this formula, charge and spin): 352.0 kJ/mol
M: 297.34 g/mol
E_HOMO: -8.21 eV
SMILES string: CCCC/C=C/N.O.O.O.O.O.O.O.O.O.O.O

```
! RIJCOSX wB97M-V def2-TZVPD def2/J DEFGRID3
* xyz 0 1
C 0.317 -0.972 -1.954
H -2.004 1.303 3.020
H 0.400 0.244 2.505
H 3.135 0.136 1.772
O -2.302 -1.943 3.014
H -2.520 0.551 -2.772
O 2.935 -0.680 2.230
H 0.971 3.319 1.061
H 2.987 2.359 -0.235
H 4.176 -1.275 -0.900
H 2.288 3.037 1.831
H -3.369 1.108 2.857
H 0.049 1.383 1.421
C 0.507 -0.471 0.497
H -1.414 -1.991 0.084
H -2.206 1.217 0.686
O 3.298 -0.883 -0.827
O -2.574 0.812 2.374
H -0.208 -1.668 3.666
H -2.396 -0.985 2.856
H 1.023 -1.317 0.944
H -0.875 2.154 -4.258
H -0.650 -1.519 -3.761
O 2.851 2.135 -1.162
H 0.858 3.349 -1.296
H -2.955 -1.658 0.024
H -2.633 -2.269 2.152
N 0.016 0.370 1.568
H -2.052 0.261 -4.288
H -0.750 2.194 -2.445
H -0.262 0.890 -1.005
H -0.300 -2.946 3.045
H 1.166 -0.459 -2.450
C -0.972 -0.995 -2.810
H 0.895 -3.299 1.268
C -1.559 0.351 -3.257
O 1.331 2.978 1.903
H 0.596 -1.979 -1.635
O -2.109 1.590 -0.209
C -0.736 1.588 -3.336
O 0.497 3.866 -0.558
H 2.058 -0.769 2.602
H -2.016 0.790 -0.734
H 2.981 -1.260 0.009
H -1.708 -1.582 -2.284
O 0.560 -4.128 0.913
H 1.196 -4.479 0.283
H -0.447 3.694 -0.698
O 0.315 -2.480 3.634
H 0.328 1.303 -3.450
C 0.217 -0.037 -0.727
O -2.307 -2.317 0.287
H 3.373 1.379 -1.458
*
```